# 1
Formula: CH4NO3S
Source: the OMol25 dataset
Level of theory: the ωB97M-V functional and the def2-TZVPD basis

Element x y z (Å)
C (-0.423, 0.769, -0.809)
N (1.193, -1.404, 0.328)
O (-0.391, -0.634, 1.965)
O (-1.707, 0.255, -0.500)
O (0.300, 1.198, 0.252)
S (0.889, -0.249, 1.331)
H (-1.556, -0.223, 0.337)
H (0.141, -0.018, -1.365)
H (-0.576, 1.631, -1.487)
H (2.128, -1.325, -0.052)

Highest occupied orbital energy, eV: -4.1708
2S+1: 1
Total charge: -1
Orbital gap, eV: 8.10

These are the natural (NBO) partial charges, in e, on atoms 1 to 6:
1. C 0.221
2. N -1.194
3. O -1.032
4. O -0.783
5. O -0.783
6. S 1.510

=====

# 2
Formula: C5H10O2
Source: the OMol25 dataset
Level of theory: the ωB97M-V functional and the def2-TZVPD basis

Element x y z (Å)
C (0.953, -0.185, -1.914)
C (0.235, -0.588, -0.615)
O (-0.108, -1.901, -0.658)
C (0.594, 0.125, 0.592)
C (-0.908, 0.392, 0.580)
C (-0.894, -0.248, 1.965)
O (0.465, -0.715, 1.731)
H (0.388, -0.367, -2.832)
H (1.364, 0.832, -1.908)
H (1.824, -0.870, -1.950)
H (-0.223, 2.591, -0.927)
H (-0.336, -2.127, 0.255)
H (1.384, 0.881, 0.625)
H (-0.469, 2.356, -0.269)
H (-1.728, 0.730, -0.033)
H (-1.590, -1.040, 2.280)
H (-0.846, 0.495, 2.791)

Highest occupied orbital energy, eV: -7.4988
2S+1: 1
Orbital gap, eV: 8.45

These are the natural (NBO) partial charges, in e, on atoms 1 to 6:
1. C -0.647
2. C 0.358
3. O -0.672
4. C 0.031
5. C -0.412
6. C -0.077

=====

# 3
Formula: C26H30N2O5
Source: the OMol25 dataset
Level of theory: the ωB97M-V functional and the def2-TZVPD basis

Element x y z (Å)
C (3.128, 2.056, -4.344)
O (1.808, 2.078, -3.858)
C (1.536, 1.448, -2.685)
C (2.464, 0.761, -1.913)
C (2.066, 0.149, -0.737)
C (0.753, 0.212, -0.304)
C (0.328, -0.480, 0.975)
C (-0.177, 0.594, 1.939)
O (0.636, 1.310, 2.491)
N (-1.506, 0.709, 2.088)
C (-2.077, 1.797, 2.889)
C (-1.688, 1.673, 4.363)
C (-2.362, 2.778, 5.171)
C (-1.968, 4.148, 4.630)
C (-2.345, 4.267, 3.156)
C (-1.669, 3.167, 2.344)
C (-2.451, -0.214, 1.512)
C (-1.900, -1.534, 0.994)
O (-2.651, -2.478, 0.828)
N (-0.591, -1.572, 0.709)
C (0.001, -2.785, 0.175)
C (-0.711, -3.361, -1.066)
C (-0.936, -2.316, -2.161)
O (0.280, -1.777, -2.621)
C (1.247, -2.722, -2.839)
C (2.368, -2.361, -3.575)
C (3.362, -3.286, -3.830)
C (3.238, -4.584, -3.362)
C (2.134, -4.949, -2.616)
C (1.136, -4.022, -2.340)
O (0.066, -4.425, -1.580)
C (-0.170, 0.914, -1.073)
C (0.212, 1.521, -2.247)
H (3.822, 2.535, -3.645)
H (3.109, 2.621, -5.274)
H (3.467, 1.036, -4.550)
H (3.497, 0.686, -2.214)
H (2.802, -0.382, -0.151)
H (1.223, -0.901, 1.453)
H (-3.165, 1.703, 2.804)
H (-0.605, 1.760, 4.448)
H (-1.986, 0.692, 4.739)
H (-2.071, 2.693, 6.220)
H (-3.448, 2.663, 5.115)
H (-2.463, 4.933, 5.205)
H (-0.890, 4.280, 4.736)
H (-2.042, 5.243, 2.771)
H (-3.430, 4.188, 3.051)
H (-1.952, 3.243, 1.291)
H (-0.586, 3.268, 2.414)
H (-3.204, -0.476, 2.265)
H (-2.991, 0.257, 0.676)
H (0.003, -3.567, 0.943)
H (1.033, -2.558, -0.102)
H (-1.669, -3.798, -0.773)
H (-1.528, -1.477, -1.793)
H (-1.470, -2.798, -2.991)
H (2.425, -1.349, -3.941)
H (4.229, -2.997, -4.405)
H (4.006, -5.313, -3.570)
H (2.019, -5.950, -2.232)
H (-1.198, 0.987, -0.750)
H (-0.498, 2.062, -2.853)

Highest occupied orbital energy, eV: -8.3270
2S+1: 1
SMILES string: COc1ccc([C@H]2C(=O)N(C3CCCCC3)CC(=O)N2C[C@H]2COc3ccccc3O2)cc1
Orbital gap, eV: 8.98

These are the natural (NBO) partial charges, in e, on atoms 1 to 6:
1. C -0.251
2. O -0.492
3. C 0.313
4. C -0.299
5. C -0.192
6. C 0.025

=====

# 4
Formula: C30H49N7O11
Source: the OMol25 dataset
Level of theory: the ωB97M-V functional and the def2-TZVPD basis

Element x y z (Å)
C (-4.752, 2.950, 0.632)
C (-3.486, 2.100, 0.825)
C (-2.933, 2.454, 2.305)
C (-1.781, 1.513, 2.766)
C (-1.998, 0.047, 2.134)
C (-3.471, -0.281, 1.912)
N (-3.904, 0.637, 0.834)
O (-4.739, 0.374, -0.097)
C (-4.470, -0.144, 3.125)
C (-3.600, -1.627, 1.335)
C (-2.383, 2.320, -0.239)
H (-5.219, 2.740, -0.245)
H (-4.403, 3.960, 0.569)
H (-5.344, 3.130, 1.431)
H (-3.759, 2.556, 3.094)
H (-2.516, 3.496, 2.210)
H (-1.724, 1.721, 3.677)
H (-0.892, 1.898, 2.472)
H (-1.726, -0.683, 2.943)
H (-1.421, -0.137, 1.242)
H (-4.451, -1.203, 3.514)
H (-5.337, 0.160, 2.790)
H (-4.260, 0.405, 3.958)
H (-3.119, -1.571, 0.348)
H (-4.624, -1.892, 1.101)
H (-3.170, -2.364, 1.777)
H (-2.893, 1.880, -1.339)
H (-1.525, 1.844, 0.149)
H (-2.060, 3.344, -0.266)
N (0.540, -0.071, -0.655)
O (-0.157, -1.013, -0.807)
O (0.667, 0.725, -1.736)
O (0.805, 0.445, 0.448)
C (2.417, 0.205, 3.300)
C (2.803, 1.554, 2.963)
C (3.238, 2.652, 4.123)
C (3.058, 2.023, 5.581)
C (2.675, 0.631, 5.747)
C (2.322, -0.260, 4.600)
N (3.507, 2.874, 6.626)
O (3.403, 4.025, 6.360)
O (3.466, 2.392, 7.734)
H (2.140, -0.372, 2.692)
H (3.122, 2.043, 2.189)
H (3.596, 3.504, 3.857)
H (2.576, 0.254, 6.611)
H (1.843, -1.255, 4.873)
C (-2.006, 2.495, -5.082)
C (-1.473, 1.802, -3.935)
C (-2.152, 0.502, -3.397)
C (-3.583, 0.051, -3.949)
C (-4.016, 0.741, -5.141)
C (-3.188, 1.936, -5.662)
N (-4.361, -0.942, -3.263)
O (-3.883, -1.661, -2.268)
O (-5.458, -1.167, -3.760)
H (-1.471, 3.450, -5.488)
H (-0.629, 2.028, -3.297)
H (-1.705, -0.026, -2.467)
H (-4.955, 0.598, -5.718)
H (-3.683, 2.643, -6.503)
C (3.577, 2.439, -0.627)
O (3.537, 3.399, 0.176)
N (4.634, 1.971, -1.197)
C (4.579, 0.931, -2.261)
C (6.043, 2.497, -0.966)
H (2.603, 1.907, -0.912)
H (5.411, 0.676, -2.903)
H (3.494, 1.068, -2.879)
H (4.445, -0.072, -1.571)
H (6.246, 3.289, -1.792)
H (6.802, 1.641, -0.978)
H (6.106, 3.039, 0.072)
C (3.366, -3.579, -3.706)
O (3.988, -3.306, -2.767)
N (2.320, -2.906, -4.062)
C (1.538, -3.037, -5.323)
C (1.787, -1.765, -3.307)
H (3.424, -4.447, -4.318)
H (2.077, -3.160, -6.209)
H (0.886, -2.224, -5.407)
H (0.892, -3.998, -5.413)
H (0.689, -1.522, -3.360)
H (2.366, -0.829, -3.631)
H (2.206, -1.910, -2.170)
C (1.239, -5.827, 1.877)
O (0.498, -6.356, 2.678)
N (1.197, -4.577, 1.440)
C (1.968, -3.996, 0.323)
C (0.151, -3.685, 1.974)
H (2.145, -6.334, 1.590)
H (2.893, -3.344, 0.595)
H (1.460, -3.331, -0.424)
H (2.349, -4.718, -0.333)
H (-0.181, -2.892, 1.330)
H (0.541, -3.243, 2.871)
H (-0.771, -4.232, 2.056)

Highest occupied orbital energy, eV: -8.5975
2S+1: 1
Orbital gap, eV: 4.75

These are the Löwdin partial charges, in e, on atoms 1 to 6:
1. C -0.004
2. C -0.399
3. C -0.087
4. C -0.095
5. C -0.041
6. C -0.440

=====

# 5
Formula: C2H6N4O
Source: the OMol25 dataset
Level of theory: the ωB97M-V functional and the def2-TZVPD basis

Element x y z (Å)
C (-1.139, 0.811, -0.507)
C (-0.207, -0.075, -0.111)
N (1.653, 2.976, -0.681)
N (0.108, -0.303, 1.237)
N (0.654, -0.787, -1.004)
N (1.520, 3.115, 0.421)
O (1.112, -1.180, 1.666)
H (-1.445, 0.702, -1.432)
H (-1.614, 1.554, 0.181)
H (0.740, -0.749, -2.017)
H (1.674, -0.781, 2.292)
H (-0.734, -0.375, 1.765)
H (0.957, -1.675, -0.655)

Highest occupied orbital energy (spin up / spin down), eV: -3.6347 / -9.1440
2S+1: 3
Orbital gap (spin up / spin down), eV: 4.60 / 8.20

These are the natural (NBO) partial charges, in e, on atoms 1 to 6:
1. C -0.332
2. C 0.088
3. N 0.001
4. N -0.291
5. N -0.825
6. N -0.003

=====

# 6
Formula: C9H11N3
Source: the OMol25 dataset
Level of theory: the ωB97M-V functional and the def2-TZVPD basis

Element x y z (Å)
C (3.075, 1.623, 0.139)
C (3.883, 0.495, -0.214)
C (0.890, 0.678, -0.070)
C (2.297, -1.223, -0.002)
C (0.258, -2.379, 0.317)
C (-0.392, -1.225, 0.958)
C (-0.417, 0.070, 0.023)
C (-0.697, -0.256, -1.503)
C (-1.450, 1.014, 0.559)
N (1.788, 1.466, 0.103)
N (3.406, -0.763, -0.202)
N (1.544, -2.186, 0.123)
H (3.444, 2.562, 0.502)
H (4.942, 0.611, -0.325)
H (-0.088, -3.450, 0.034)
H (-1.400, -1.397, 1.292)
H (0.265, -0.990, 1.826)
H (0.288, -0.675, -2.020)
H (-0.816, 0.662, -2.031)
H (-1.623, -0.940, -1.599)
H (-1.403, 0.974, 1.768)
H (-2.433, 0.438, 0.484)
H (-1.531, 2.045, 0.298)

Highest occupied orbital energy (spin up / spin down), eV: -5.9990 / -6.1330
2S+1: 1
Orbital gap (spin up / spin down), eV: 6.08 / 6.28

These are the natural (NBO) partial charges, in e, on atoms 1 to 6:
1. C -0.212
2. C -0.015
3. C 0.395
4. C 0.458
5. C -0.089
6. C -0.443